# 1
22
Properties=species:S:1:pos:R:3 method="wB97M-V/def2-TZVPD" e_homo_ev="-20.517 / -20.482" spin_multiplicity=2 homo_lumo_gap_ev="13.085 / 8.319" total_charge=+2
N 2.31309 0.81218 0.04317
C 1.24124 1.35088 1.00788
C 0.11220 0.35456 1.30433
N -0.31648 -0.51825 0.20050
C -1.17291 0.19419 -0.79353
C -1.15915 -0.50911 -2.14623
C -1.00615 -1.68715 0.74691
H 2.08789 -0.14960 -0.21889
H 2.30081 1.35258 -0.82534
H 3.24222 0.86986 0.46664
H 1.78479 1.56495 1.91979
H 0.89854 2.27433 0.55728
H -0.76292 0.90899 1.65896
H 0.39420 -0.25915 2.15757
H -0.77328 1.20225 -0.90505
H -2.16622 0.27503 -0.34349
H -0.13554 -0.63350 -2.50663
H -1.58521 -1.51395 -2.09784
H -1.74512 0.00973 -2.90227
H -0.32730 -2.26085 1.38279
H -1.38258 -2.31510 -0.06361
H -1.84212 -1.32289 1.35707

=====

# 2
22
Properties=species:S:1:pos:R:3 method="wB97M-V/def2-TZVPD" e_homo_ev="-20.574 / -21.146" spin_multiplicity=2 homo_lumo_gap_ev="13.433 / 7.953" total_charge=+2
C -1.64153 -0.66760 1.54382
C -0.15084 -0.44561 1.63026
C 0.02165 0.93788 0.76134
C -0.56238 0.99677 -0.66269
C 1.28075 0.76135 -2.50927
N 0.41499 0.10600 -1.44250
N 0.61323 -1.53261 1.00442
H -2.01503 -1.31649 2.34899
H -1.97880 -1.36544 0.75815
H -2.31107 0.20265 1.41281
H 0.34967 -0.14292 2.57092
H 1.07609 1.26980 0.69853
H -0.48279 1.59443 1.46163
H -1.52877 0.44608 -0.66172
H -0.59622 1.97563 -1.16800
H 0.68530 1.50339 -3.04672
H 2.01335 1.34515 -1.95073
H 1.82213 0.01161 -3.07900
H -0.07863 -0.66744 -1.94277
H 1.08271 -0.31165 -0.77785
H -0.00074 -2.20012 0.52750
H 1.06522 -2.10788 1.76997

=====

# 3
23
Properties=species:S:1:pos:R:3 method="wB97M-V/def2-TZVPD" e_homo_ev="-3.373 / -9.284" spin_multiplicity=2 homo_lumo_gap_ev="4.117 / 9.789"
N -1.72206 1.67234 -0.53967
C -0.42608 1.12165 0.00585
C 0.75229 1.73760 -0.76064
O 0.40780 1.96118 -2.12737
C -0.45954 -0.42306 -0.07531
N 0.41569 -0.97723 0.94626
C -0.21547 -2.02281 1.71985
C 1.69156 -1.48823 0.36949
H -2.03144 2.64877 -0.34635
H -1.75577 1.61232 -1.59851
H -2.46789 0.99515 -0.29892
H -0.38879 1.36342 1.06369
H 1.03755 2.69101 -0.30384
H 1.61694 1.07579 -0.75225
H 0.81219 1.30884 -2.70902
H -0.28432 -0.74025 -1.11596
H -1.50172 -0.75536 0.01906
H -1.23018 -1.70893 1.94377
H -0.32657 -2.99286 1.21726
H 0.23715 -2.15479 2.69934
H 1.54815 -2.54838 0.12203
H 1.84060 -1.02049 -0.60473
H 2.44991 -1.35570 1.12596

=====

# 4
23
Properties=species:S:1:pos:R:3 method="wB97M-V/def2-TZVPD" e_homo_ev=-12.605 smiles=CN[C@](C)(O)C[NH2+]C homo_lumo_gap_ev=9.670 total_charge=+1
C -1.02022 1.68597 0.38464
C -2.62748 -1.02871 -0.33158
C 3.06670 -0.43834 -0.01751
C 0.83555 -0.17393 0.73151
C -0.64242 0.17270 0.06826
N -1.48955 -0.87371 0.44919
N 1.76080 0.08904 -0.31459
O -0.35893 0.18775 -1.32333
H -2.02757 1.79157 0.60217
H -0.42485 1.84441 1.28395
H -0.62379 2.27439 -0.41522
H -3.40158 -1.79045 0.08394
H -3.04592 -0.11288 -0.62861
H -2.22799 -1.26344 -1.29722
H 3.00120 -1.43608 0.27166
H 3.60313 -0.52554 -0.91309
H 3.62094 0.00815 0.79747
H 0.73039 -1.21896 1.10200
H 0.94233 0.59773 1.55498
H -1.64215 -0.92780 1.45122
H 1.75151 1.03009 -0.42105
H 1.34243 -0.10511 -1.24962
H -1.12255 0.21315 -1.86919

=====

# 5
23
Properties=species:S:1:pos:R:3 method="wB97M-V/def2-TZVPD" e_homo_ev=-13.498 homo_lumo_gap_ev=10.649 total_charge=+1
C 0.01924 -1.34470 0.61052
N 0.37981 -2.41154 -0.42033
C 0.71319 -0.10712 -0.03317
N -0.39175 0.81906 -0.65636
C -0.76692 1.72589 0.53349
C 0.40402 1.66250 1.44346
C 1.47646 0.69469 0.88953
H 0.35741 -1.67571 1.57716
H -1.09154 -1.25472 0.73025
H 1.44504 -2.52631 -0.46447
H 0.17927 -3.40877 -0.14659
H 1.43897 -0.37754 -0.84248
H -1.10809 0.28642 -0.92262
H -0.06345 1.27919 -1.54976
H -1.70802 1.45564 1.01594
H -0.87902 2.75364 0.25828
H 0.63277 2.62817 1.96010
H -0.11706 1.12621 2.29826
H 2.29478 1.17207 0.19255
H 2.00420 0.12479 1.80558
H -2.27578 -0.46623 -3.09489
H -1.52993 -1.50524 -2.49269
O -1.41362 -0.65040 -2.69175

=====

# 6
23
Properties=species:S:1:pos:R:3 method="wB97M-V/def2-TZVPD" e_homo_ev=-13.907 homo_lumo_gap_ev=4.740 total_charge=+1
N 0.60595 1.47400 0.58769
C 0.48030 0.84716 -0.67609
C -0.92040 0.44328 -1.11543
C -1.78212 -0.18668 -0.02634
C -2.13845 -1.47725 0.06355
C 1.14461 1.63049 -1.81602
N 0.94823 -0.67221 2.55544
H 1.34515 1.06064 -2.74609
H -0.13706 1.86180 1.15336
H 0.84682 0.65284 1.17633
H 0.98251 -0.14878 -0.80989
H -0.74996 -0.33233 -1.94574
H -1.46771 1.24561 -1.68266
H -2.39929 0.49244 0.63648
H -1.47438 -2.15165 -0.51311
H -2.91833 -1.98624 0.66165
H 0.63562 2.59844 -2.05859
H 2.21758 1.92956 -1.52382
H 0.67410 -1.30914 1.83939
H 0.40305 -0.66144 3.43348
H 1.91834 -0.84434 2.83496
H 1.06593 -2.66834 -0.14238
O 0.71952 -1.79785 0.11384

=====

Taking the records one at a time from the top gives F_max values of 4.0, 4.4, 1.8, 4.8, 5.7, 3.6 eV/Å.